Record 1
Density functional theory data (the ωB97M-V functional and the def2-TZVPD basis) for a cluster of 14 separate species, C40H117N9O14 in total in a non-equilibrium geometry.

Summary:
- HOMO level (eV) = -8.66
- HOMO-LUMO gap (eV) = 8.9737
- E_LUMO (eV) = 0.31
- relative energy (zero: lowest compared OMol25 entry of this formula, charge and spin) (kcal/mol) = 86.4

Last column: Mulliken charge in e.
Geometry (Å):
1 C 2.694 2.555 6.398  -1.19
2 C 2.683 1.138 5.933  -0.05
3 O 2.420 1.283 4.588  -0.18
4 H 2.718 2.590 7.487  0.37
5 H 1.748 3.004 6.094  0.24
6 H 3.486 3.175 5.979  0.30
7 H 1.963 0.558 6.509  0.17
8 H 3.678 0.746 6.145  0.37
9 H 2.337 0.394 4.235  0.26
10 C 3.870 2.631 1.138  0.36
11 C 4.838 3.807 1.274  -0.54
12 O 5.868 3.514 2.162  -0.54
13 H 2.992 2.965 0.585  -0.02
14 H 3.710 2.236 2.141  0.10
15 H 4.425 1.830 0.650  -0.25
16 H 4.308 4.701 1.602  0.36
17 H 5.441 3.924 0.373  0.20
18 H 6.417 4.300 2.212  0.31
19 C -2.835 2.736 -0.762  -0.38
20 C -3.244 3.129 0.631  2.80
21 C -2.420 4.266 1.299  -1.24
22 O -3.019 4.641 2.569  -0.53
23 C -2.146 5.484 3.359  -0.70
24 N -4.636 3.579 0.601  -0.88
25 H -2.873 1.650 -0.851  -0.39
26 H -1.775 2.958 -0.877  -0.36
27 H -3.369 3.132 -1.626  0.74
28 H -3.236 2.234 1.252  -1.89
29 H -2.437 5.200 0.736  0.54
30 H -1.368 4.031 1.459  0.69
31 H -1.239 4.967 3.671  0.17
32 H -2.606 5.848 4.277  0.29
33 H -1.781 6.353 2.811  0.37
34 H -4.708 4.133 -0.241  0.42
35 H -4.522 4.169 1.412  0.37
36 C 4.437 -4.939 -0.507  -1.26
37 C 4.331 -3.909 0.658  0.38
38 C 4.309 -2.403 0.314  -0.01
39 O 4.197 -1.535 1.384  0.28
40 C 5.427 -1.107 1.906  -0.77
41 N 3.188 -4.328 1.436  -0.75
42 H 4.448 -5.986 -0.203  0.38
43 H 5.362 -4.685 -1.024  0.44
44 H 3.639 -4.769 -1.230  -0.13
45 H 5.125 -4.134 1.371  0.52
46 H 3.410 -2.306 -0.294  -0.68
47 H 5.047 -2.121 -0.437  0.55
48 H 5.801 -0.273 1.312  0.27
49 H 6.247 -1.815 2.024  0.35
50 H 5.161 -0.796 2.916  0.16
51 H 2.476 -4.069 0.768  0.13
52 H 3.040 -3.612 2.133  0.23
53 C -1.377 -3.197 3.681  -1.06
54 C -0.965 -4.284 2.668  0.18
55 C -1.609 -5.614 3.041  -1.19
56 O -2.980 -5.384 3.163  -0.08
57 C -3.610 -6.361 3.862  -0.90
58 N -1.229 -3.829 1.331  -0.40
59 H -2.401 -2.833 3.596  0.20
60 H -0.707 -2.338 3.662  0.11
61 H -1.234 -3.694 4.641  0.59
62 H 0.116 -4.226 2.799  0.14
63 H -1.153 -5.963 3.967  0.52
64 H -1.457 -6.358 2.258  0.45
65 H -3.644 -7.177 3.141  0.38
66 H -4.653 -6.068 3.982  0.18
67 H -3.086 -6.744 4.738  0.30
68 H -2.204 -3.629 1.161  0.14
69 H -1.118 -4.681 0.799  0.27
70 C 1.288 0.480 0.663  -0.33
71 C 0.115 -0.526 0.703  1.37
72 C -0.661 -0.797 -0.603  -0.31
73 O 0.053 -1.273 -1.729  0.97
74 C -0.764 -1.563 -2.851  -0.72
75 N 0.813 -1.735 1.165  2.38
76 H 2.285 0.120 0.408  -0.13
77 H 1.354 1.136 1.531  0.32
78 H 0.960 1.242 -0.044  -0.46
79 H -0.617 -0.255 1.464  -0.59
80 H -1.037 0.186 -0.887  -0.12
81 H -1.409 -1.580 -0.480  0.36
82 H -0.210 -1.705 -3.780  -0.09
83 H -1.521 -0.786 -2.956  0.07
84 H -1.352 -2.460 -2.656  0.36
85 H 1.250 -2.109 0.335  -2.00
86 H 0.136 -2.454 1.375  -0.21
87 C 0.348 4.774 -1.196  -0.55
88 C 0.026 5.150 -2.622  1.01
89 C -1.065 4.276 -3.270  -0.82
90 O -0.740 2.925 -3.443  -0.05
91 C -1.703 2.152 -4.140  -0.45
92 N -0.170 6.617 -2.497  -0.78
93 H 0.820 3.797 -1.097  -0.22
94 H -0.530 4.695 -0.555  -0.30
95 H 1.068 5.436 -0.716  0.65
96 H 0.989 5.001 -3.111  -0.24
97 H -1.326 4.703 -4.238  0.44
98 H -1.962 4.482 -2.686  0.31
99 H -1.948 2.558 -5.121  0.40
100 H -2.512 2.007 -3.424  0.19
101 H -1.331 1.161 -4.399  -0.12
102 H -0.492 7.057 -3.347  0.26
103 H 0.726 7.071 -2.396  0.27
104 C -1.130 0.022 5.997  -1.44
105 C -1.420 1.051 4.888  2.28
106 C -2.905 1.434 4.644  -0.44
107 O -3.637 0.324 4.278  -0.45
108 C -3.548 -0.160 2.914  0.02
109 N -0.575 2.179 5.128  -0.70
110 H -1.514 0.373 6.954  0.33
111 H -0.057 -0.166 6.031  0.26
112 H -1.530 -0.961 5.749  0.29
113 H -1.098 0.588 3.956  -1.16
114 H -3.102 2.195 3.888  -0.04
115 H -3.363 1.860 5.537  0.29
116 H -4.312 -0.914 2.729  0.12
117 H -2.617 -0.586 2.541  -0.04
118 H -3.836 0.656 2.251  0.10
119 H -0.699 2.875 4.407  0.14
120 H 0.344 1.792 4.967  0.36
121 C 0.576 -4.266 -6.169  -1.64
122 C 1.202 -3.008 -6.758  0.57
123 C 0.128 -2.027 -7.200  -0.76
124 O 0.684 -0.847 -7.727  -0.35
125 C -0.343 0.011 -8.235  -0.72
126 N 2.042 -2.365 -5.747  -0.64
127 H -0.121 -3.931 -5.400  0.30
128 H 1.341 -4.846 -5.653  0.40
129 H 0.024 -4.829 -6.922  0.45
130 H 1.861 -3.287 -7.580  0.50
131 H -0.559 -1.817 -6.380  0.20
132 H -0.465 -2.489 -7.989  0.45
133 H -0.990 0.421 -7.461  0.21
134 H -1.010 -0.352 -9.017  0.33
135 H 0.158 0.868 -8.685  0.30
136 H 2.169 -1.418 -6.075  0.23
137 H 2.979 -2.742 -5.758  0.27
138 C 3.630 0.360 -2.311  -1.24
139 C 2.734 1.609 -2.676  2.81
140 C 3.414 2.840 -3.332  -0.83
141 O 4.337 3.474 -2.397  -0.19
142 C 4.801 4.741 -2.746  -0.95
143 N 1.748 1.062 -3.560  -0.61
144 H 3.004 -0.457 -1.951  -0.16
145 H 4.344 0.475 -1.495  0.27
146 H 4.144 0.032 -3.214  0.43
147 H 2.193 1.916 -1.781  -1.15
148 H 2.702 3.646 -3.506  -0.03
149 H 3.855 2.577 -4.294  0.38
150 H 4.030 5.501 -2.615  0.32
151 H 5.354 4.794 -3.683  0.35
152 H 5.502 5.218 -2.061  0.29
153 H 1.353 0.248 -3.111  -0.11
154 H 0.932 1.657 -3.542  0.33
155 C -5.292 -0.050 -1.425  -1.37
156 C -5.271 -1.268 -0.476  1.65
157 C -6.405 -1.441 0.617  -0.95
158 O -6.220 -2.590 1.382  -0.25
159 C -7.212 -2.851 2.363  -0.78
160 N -5.281 -2.441 -1.356  -0.80
161 H -5.356 0.849 -0.812  0.28
162 H -6.198 -0.042 -2.031  0.45
163 H -4.390 0.003 -2.035  0.16
164 H -4.337 -1.280 0.085  -0.63
165 H -7.378 -1.552 0.138  0.57
166 H -6.379 -0.572 1.275  0.31
167 H -6.960 -3.819 2.795  0.21
168 H -8.258 -2.903 2.061  0.30
169 H -7.137 -2.085 3.135  0.33
170 H -5.006 -3.207 -0.758  0.28
171 H -4.574 -2.388 -2.075  0.27
172 O 2.072 -4.116 -3.476  -0.63
173 H 1.965 -3.500 -4.200  0.20
174 H 2.927 -4.519 -3.628  0.27
175 O 2.583 -1.201 3.366  -0.89
176 H 3.333 -1.522 2.865  0.43
177 H 1.837 -1.311 2.776  -0.21
178 O 1.268 -3.519 -1.016  -0.51
179 H 0.706 -2.757 -1.157  -0.02
180 H 1.613 -3.727 -1.884  0.30

Record 2
Density functional theory data (the ωB97M-V functional and the def2-TZVPD basis) for a structure of composition C40H27AsN5O5Rb.

Summary:
- HOMO level (eV) = -2.52
- HOMO-LUMO gap (eV) = 6.5542
- E_LUMO (eV) = 4.03
- charge = -2
- relative energy (zero: lowest compared OMol25 entry of this formula, charge and spin) (kcal/mol) = 0.0

Last column: Mulliken charge in e.
Geometry (Å):
1 Rb 2.197 -0.836 -0.122  0.87
2 O 1.150 2.855 3.686  -0.83
3 C 1.511 2.179 2.705  -0.49
4 O 0.785 1.729 1.783  0.23
5 C 3.014 1.802 2.696  0.51
6 C 3.883 2.404 3.605  -0.58
7 C 5.216 2.029 3.589  -0.34
8 C 5.643 1.064 2.690  -0.56
9 C 4.718 0.525 1.801  0.66
10 N 3.442 0.902 1.821  0.30
11 C 5.114 -0.560 0.781  -0.02
12 O 5.562 -1.615 1.263  -0.75
13 O 4.878 -0.296 -0.420  -0.79
14 H 3.475 3.132 4.291  0.48
15 H 5.921 2.479 4.281  0.38
16 H 6.667 0.715 2.665  0.41
17 O -0.007 -2.054 -1.485  -0.51
18 C -0.925 -2.952 -1.413  0.19
19 C -2.260 -2.681 -1.838  -0.18
20 C -3.274 -3.605 -1.729  -0.66
21 C -3.040 -4.874 -1.195  -0.65
22 C -1.760 -5.181 -0.775  -0.30
23 C -0.713 -4.264 -0.876  0.51
24 C 0.604 -4.650 -0.375  -0.52
25 N 0.870 -5.591 0.516  -0.68
26 C 2.227 -5.551 0.701  -0.61
27 C 2.800 -4.594 -0.082  -0.30
28 N 1.749 -4.032 -0.771  0.23
29 H -2.462 -1.691 -2.227  0.28
30 H -4.270 -3.327 -2.061  0.38
31 H -3.843 -5.597 -1.111  0.34
32 H -1.528 -6.148 -0.344  0.44
33 H 2.721 -6.201 1.404  0.44
34 H 3.804 -4.218 -0.188  0.44
35 H 1.750 -3.276 -1.439  0.23
36 C -4.571 0.896 0.691  -0.62
37 C -3.472 1.204 1.480  -0.71
38 C -2.205 1.295 0.918  -0.22
39 C -2.047 1.112 -0.453  0.67
40 C -3.150 0.824 -1.248  -0.34
41 C -4.407 0.701 -0.673  -0.61
42 As -0.236 1.336 -1.139  0.31
43 C -0.211 3.274 -1.303  -0.26
44 C -0.018 4.168 -0.258  -0.48
45 C 0.012 5.527 -0.537  -0.73
46 C -0.136 5.981 -1.843  -0.60
47 C -0.315 5.088 -2.887  -0.62
48 C -0.359 3.720 -2.621  0.60
49 C -0.543 2.644 -3.609  0.58
50 C -0.691 2.810 -4.984  -0.64
51 C -0.853 1.697 -5.795  -0.65
52 C -0.852 0.418 -5.250  -0.77
53 C -0.690 0.239 -3.883  -0.27
54 C -0.551 1.353 -3.064  -0.61
55 H -5.554 0.812 1.138  0.35
56 H -3.594 1.379 2.543  0.56
57 H -1.342 1.538 1.534  0.54
58 H -3.031 0.697 -2.317  0.36
59 H -5.260 0.461 -1.297  0.38
60 H 0.120 3.785 0.747  0.44
61 H 0.161 6.238 0.267  0.43
62 H -0.102 7.046 -2.044  0.36
63 H -0.421 5.454 -3.902  0.34
64 H -0.678 3.801 -5.421  0.35
65 H -0.974 1.820 -6.865  0.35
66 H -0.970 -0.443 -5.898  0.45
67 H -0.653 -0.748 -3.432  0.50
68 N -1.792 0.863 5.899  -0.68
69 C -1.372 0.268 5.010  0.15
70 C -0.848 -0.554 3.964  0.64
71 C -1.731 -1.322 3.203  -0.68
72 C -1.207 -2.158 2.240  -0.10
73 C 0.177 -2.209 2.115  -0.63
74 N 1.029 -1.466 2.811  -0.37
75 C 0.521 -0.633 3.712  -0.62
76 H -2.796 -1.250 3.373  0.45
77 H -1.819 -2.772 1.593  0.45
78 H 0.596 -2.900 1.390  0.80
79 H 1.214 -0.014 4.269  0.59